Entry 1:
C10H33N6O5 | ωB97M-V/def2-TZVPD

XYZ file:
```
54
Properties=species:S:1:pos:R:3:lowdin_spin:R:1
O 0.146 -0.138 0.222 0.021
H 1.100 -0.149 0.329 0.001
H -0.173 0.642 -0.238 0.003
H -0.357 -0.264 1.030 0.006
C -3.065 1.019 0.783 0.116
O -2.450 0.062 0.354 0.031
N -2.506 2.001 1.430 0.112
N -4.354 0.965 0.781 0.045
H -1.509 2.133 1.527 0.087
H -3.122 2.573 1.990 0.102
H -4.968 1.584 1.291 0.043
H -4.679 0.393 0.015 0.010
C -1.137 -1.275 -2.741 0.004
O -0.168 -0.607 -2.540 0.001
N -2.251 -1.316 -2.098 0.004
N -1.390 -2.109 -3.743 0.001
H -2.407 -0.699 -1.314 0.001
H -2.936 -2.047 -2.226 0.003
H -0.669 -2.178 -4.447 0.000
H -2.250 -2.637 -3.717 0.001
C 3.327 3.262 0.191 0.012
C 1.920 2.666 0.227 0.054
C 0.967 3.039 -0.968 0.016
O -0.093 1.988 -1.051 0.026
C -1.006 2.234 -2.028 0.016
N 2.303 1.267 0.240 0.006
H 3.386 4.349 0.240 0.003
H 3.814 3.058 -0.762 0.000
H 4.066 2.866 0.887 0.004
H 1.344 2.799 1.143 0.060
H 1.606 3.089 -1.850 0.000
H 0.455 3.996 -0.857 0.015
H -1.709 1.410 -2.144 0.002
H -0.569 2.223 -3.026 0.001
H -1.570 3.096 -1.671 0.013
H 2.970 1.342 0.994 0.010
H 2.779 1.062 -0.627 0.000
C -0.711 -3.058 1.209 0.007
C 0.165 -2.469 2.379 0.015
C 1.669 -2.718 1.970 0.006
O 2.118 -1.734 1.049 0.009
C 2.720 -2.364 -0.088 0.003
N -0.160 -1.079 2.647 0.028
H -0.265 -2.837 0.240 0.001
H -1.659 -2.523 1.155 0.004
H -0.789 -4.145 1.213 0.001
H 0.036 -3.108 3.253 0.003
H 1.592 -3.743 1.608 0.000
H 2.388 -2.863 2.777 0.002
H 1.951 -2.964 -0.575 0.000
H 3.629 -2.934 0.100 0.000
H 3.061 -1.680 -0.865 0.000
H -1.070 -0.873 3.034 0.045
H 0.482 -0.609 3.269 0.046
```

Expectation value of S² ... 0.750
E_HOMO (alpha / beta) ... -2.0 / -9.5 eV
DFT total energy ... -1105.3530 Eh
LUMO (alpha / beta) ... 0.66 / 0.57 eV
Total charge ... 0
Multiplicity ... 2
ΔE to the lowest compared entry with this formula, charge and spin ... 74.0 kJ/mol

***

Entry 2:
C8H19GaN3OS | ωB97M-V/def2-TZVPD

XYZ file:
```
33
Properties=species:S:1:pos:R:3:mulliken_charge:R:1
Ga 7.942 7.419 5.420 0.378
C 9.229 9.871 5.930 -0.868
C 10.019 8.919 6.815 -0.398
N 9.189 7.590 7.026 -0.078
C 10.159 6.467 7.036 -0.954
C 10.745 6.087 5.717 -0.397
S 9.432 5.906 4.484 0.008
C 9.664 7.261 3.236 -0.767
C 9.881 8.713 3.744 -0.497
N 8.740 9.118 4.724 -0.198
H 9.825 10.712 5.650 0.399
H 8.324 10.297 6.333 0.443
H 10.140 9.395 7.797 0.431
H 11.019 8.633 6.393 0.325
H 8.761 7.597 7.943 0.477
H 9.598 5.600 7.343 0.480
H 10.938 6.653 7.758 0.394
H 11.128 5.084 5.777 0.511
H 11.454 6.807 5.331 0.337
H 8.810 7.238 2.523 0.413
H 10.498 6.868 2.666 0.558
H 9.882 9.490 2.945 0.469
H 10.730 8.803 4.382 0.259
H 8.031 9.640 4.175 0.528
C 5.150 5.287 4.363 -0.987
C 5.215 6.342 5.424 0.936
N 4.186 6.494 6.156 -0.236
O 6.211 7.137 5.590 -0.490
H 6.193 4.958 4.193 0.224
H 4.617 5.705 3.515 0.342
H 4.707 4.356 4.718 0.425
H 3.466 5.797 6.126 0.267
H 4.117 7.180 6.878 0.265
```

E_HOMO ... -22.1 eV
DFT total energy ... -2877.7100 Eh
LUMO ... -10.44 eV
Total charge ... +3
Multiplicity ... 1

***

Entry 3:
C3H4N4O | ωB97M-V/def2-TZVPD

XYZ file:
```
12
Properties=species:S:1:pos:R:3:mulliken_charge:R:1
C 0.426 -1.316 -1.235 -0.390
C -0.398 -0.048 0.629 0.551
C 0.173 0.144 -0.681 0.220
H 0.660 -1.704 -2.678 0.318
H 1.650 -1.503 -0.039 0.216
H -0.803 -2.753 -0.822 0.307
H 0.086 2.820 0.318 0.295
N -0.960 -1.749 -0.584 -0.237
N -0.720 -1.292 0.816 -0.482
N 0.708 1.953 0.394 -0.096
N 0.728 1.302 -0.744 -0.394
O -0.137 1.120 1.472 -0.309
```

E_HOMO ... -9.1 eV
DFT total energy ... -410.6147 Eh
LUMO ... -0.54 eV
Total charge ... 0
Multiplicity ... 1
ΔE to the lowest compared entry with this formula, charge and spin ... 1020.3 kJ/mol

***

Entry 4:
C29H53Cl8CuN5O9Pd | ωB97M-V/def2-TZVPD

XYZ file:
```
106
Properties=species:S:1:pos:R:3:lowdin_spin:R:1
Cu 7.597 0.719 -3.707 0.000
Pd 2.487 2.539 -7.515 0.997
C 1.656 -0.134 0.245 0.367
C 0.381 -0.357 0.717 0.002
C -0.818 0.242 0.007 -0.009
O -2.041 -0.065 0.278 0.394
C -0.642 1.022 -1.121 0.373
C 0.664 1.311 -1.676 0.030
C 1.927 0.700 -0.864 0.028
O 3.112 0.966 -1.202 0.262
O 0.811 1.863 -2.783 0.201
O 0.335 -0.983 1.815 0.330
H 2.452 -0.595 0.811 0.011
H -1.480 1.525 -1.581 0.012
Cl -2.839 -5.283 -3.458 0.000
C -1.289 -4.571 -3.808 0.000
C -0.168 -5.025 -2.854 0.000
Cl -0.112 -6.755 -3.193 0.000
H -1.394 -3.492 -3.695 0.000
H -1.047 -4.869 -4.828 0.000
H -0.261 -4.917 -1.774 0.000
H 0.812 -4.567 -2.989 0.000
Cl 2.212 -7.067 7.890 0.000
C 1.394 -5.529 7.869 0.000
C 0.835 -5.268 9.223 0.000
Cl -0.379 -6.453 9.812 0.000
H 0.576 -5.584 7.151 0.000
H 2.221 -4.845 7.675 0.000
H 0.338 -4.299 9.188 0.000
H 1.634 -5.191 9.961 0.000
Cl 7.274 3.537 4.891 0.000
C 5.814 2.539 4.594 0.000
C 4.859 2.439 5.786 0.000
Cl 4.233 3.972 6.454 0.000
H 6.111 1.581 4.167 0.000
H 5.289 2.994 3.754 0.000
H 5.288 1.880 6.617 0.000
H 3.973 1.845 5.566 0.000
Cl 2.615 7.610 -0.365 0.000
C 0.862 7.687 -0.017 0.000
C 0.057 7.913 -1.304 0.000
Cl 0.377 9.631 -1.817 0.000
H 0.672 8.419 0.768 0.000
H 0.657 6.682 0.352 0.000
H -0.995 7.788 -1.050 0.000
H 0.367 7.174 -2.043 0.000
C 8.283 -3.197 1.186 0.000
O 8.130 -2.581 0.115 0.000
N 7.481 -4.256 1.502 0.000
C 7.726 -4.945 2.784 0.000
C 6.347 -4.735 0.795 0.000
H 9.137 -2.988 1.849 0.000
H 8.063 -5.961 2.577 0.000
H 6.823 -4.909 3.394 0.000
H 8.529 -4.620 3.446 0.000
H 6.479 -5.726 0.360 0.000
H 5.501 -4.823 1.476 0.000
H 6.216 -4.100 -0.081 0.000
C -2.786 3.042 6.370 0.000
O -2.756 4.068 5.625 0.000
N -3.676 2.903 7.350 0.000
C -3.969 1.673 8.042 0.000
C -4.612 3.940 7.761 0.000
H -2.100 2.181 6.375 0.000
H -4.970 1.270 7.889 0.000
H -3.897 1.727 9.128 0.000
H -3.332 0.844 7.732 0.000
H -4.456 4.303 8.777 0.000
H -4.412 4.869 7.227 0.000
H -5.651 3.620 7.689 0.000
C -3.354 -9.243 3.364 0.000
O -3.283 -10.411 3.060 0.000
N -4.546 -8.525 3.547 0.000
C -4.683 -7.085 3.486 0.000
C -5.840 -9.214 3.386 0.000
H -2.470 -8.606 3.525 0.000
H -3.879 -6.541 3.983 0.000
H -5.494 -6.854 4.176 0.000
H -4.912 -6.659 2.509 0.000
H -5.745 -10.288 3.544 0.000
H -6.545 -8.777 4.093 0.000
H -6.152 -9.098 2.348 0.000
C -3.329 0.292 -8.931 0.000
O -2.428 1.098 -8.649 0.000
N -4.397 -0.023 -8.152 0.000
C -5.209 -1.241 -8.427 0.000
C -4.804 0.815 -7.027 0.000
H -3.414 -0.323 -9.840 0.000
H -5.097 -1.874 -7.546 0.000
H -4.982 -1.723 -9.377 0.000
H -6.252 -0.924 -8.451 0.000
H -4.905 0.196 -6.135 0.000
H -4.069 1.563 -6.730 0.000
H -5.747 1.312 -7.258 0.000
C 1.043 8.673 -8.492 0.000
O 1.186 7.435 -8.474 0.001
N 0.316 9.254 -9.464 0.001
C 0.127 10.663 -9.534 0.000
C -0.283 8.478 -10.593 0.000
H 1.486 9.390 -7.783 0.000
H 0.717 11.195 -8.787 0.000
H -0.896 11.035 -9.593 0.000
H 0.543 10.888 -10.516 0.000
H 0.186 8.656 -11.561 0.000
H -0.065 7.435 -10.365 0.000
H -1.348 8.706 -10.649 0.000
```

Expectation value of S² ... 3.843
E_HOMO (alpha / beta) ... -11.2 / -11.2 eV
DFT total energy ... -7536.6176 Eh
LUMO (alpha / beta) ... -9.49 / -10.17 eV
Total charge ... +2
Multiplicity ... 4

***

The highest DFT total energy belongs to which entry? C3H4N4O

***

Please write out number 3 again, unchanged.
C3H4N4O | ωB97M-V/def2-TZVPD

XYZ file:
```
12
Properties=species:S:1:pos:R:3:mulliken_charge:R:1
C 0.426 -1.316 -1.235 -0.390
C -0.398 -0.048 0.629 0.551
C 0.173 0.144 -0.681 0.220
H 0.660 -1.704 -2.678 0.318
H 1.650 -1.503 -0.039 0.216
H -0.803 -2.753 -0.822 0.307
H 0.086 2.820 0.318 0.295
N -0.960 -1.749 -0.584 -0.237
N -0.720 -1.292 0.816 -0.482
N 0.708 1.953 0.394 -0.096
N 0.728 1.302 -0.744 -0.394
O -0.137 1.120 1.472 -0.309
```

E_HOMO ... -9.1 eV
DFT total energy ... -410.6147 Eh
LUMO ... -0.54 eV
Total charge ... 0
Multiplicity ... 1
ΔE to the lowest compared entry with this formula, charge and spin ... 1020.3 kJ/mol

***

Look up the total charge of the fourth one. +2